The following is a DFT calculation (ωB97M-V/def2-TZVPD) of one molecule with the formula C4H5IN2O3P2.

## Properties
E_HOMO	-10.111	eV
LUMO	-1.580	eV
net charge	0
gap between HOMO and LUMO	8.5	eV
max |F|	12.50	eV Å⁻¹
DFT total energy	-40024.93373	eV
SMILES string	N#C[C@@H](I)[C@@H](C#N)PP(=O)(O)O

Structure (XYZ):
```
17
Properties=species:S:1:pos:R:3:forces:R:3:lowdin_charge:R:1
N -0.1290 -2.6444 1.2339 8.467 9.105 -1.010 0.1158
C 0.7686 -1.6898 1.1003 -5.896 -6.906 -0.909 -0.1955
C 1.9267 -0.6978 0.4870 -0.306 -0.499 1.499 -0.6681
I 2.8227 -1.4906 -1.3972 -0.401 -0.288 1.463 0.8691
C 1.4229 0.8247 0.1449 1.270 0.628 -1.969 -0.5961
C 1.4342 1.0995 -1.5046 -0.147 3.613 -8.180 -0.3183
N 1.4349 1.5101 -2.7567 -0.133 -3.799 11.910 0.0744
P -0.2117 1.3469 0.9847 0.729 0.255 0.714 0.8169
P -1.9497 0.2895 0.1344 -6.125 0.914 -1.297 0.5156
O -3.1545 1.3231 -0.1480 5.009 -3.666 0.780 -0.4360
O -2.5510 -0.7362 1.4544 1.646 0.489 -3.604 -0.2758
O -1.5343 -0.6682 -1.2668 -1.568 1.901 2.103 -0.2715
H 2.8106 -0.6939 1.2892 -2.160 0.098 -1.859 0.1078
H 2.2637 1.5542 0.5761 -1.926 -1.491 -1.032 0.1300
H -0.4116 2.7356 0.5480 0.100 -1.414 -0.331 -0.0295
H -2.7320 -1.6505 1.0861 0.445 1.322 0.565 0.0685
H -2.2104 -0.4120 -1.9658 0.996 -0.261 1.157 0.0927
```
Positions in Å, forces in eV/Å.

=====

The following is a DFT calculation (ωB97M-V/def2-TZVPD) of a 2-piece molecular cluster, C4H5IN4 overall.

## Properties
E_HOMO (spin up / spin down)	-8.485 / -8.485	eV
LUMO (spin up / spin down)	-0.283 / -0.282	eV
net charge	0
gap between HOMO and LUMO (spin up / spin down)	8.2 / 8.2	eV
max |F|	5.73	eV Å⁻¹
energy above the lowest of the compared OMol25 structures with the same formula, charge and spin	4.635	eV
DFT total energy	-18283.67460	eV

Structure (XYZ):
```
14
Properties=species:S:1:pos:R:3:forces:R:3:lowdin_charge:R:1
C -0.7588 -1.5007 -1.2569 2.341 1.494 1.173 -0.1712
C -0.1242 -1.5584 -0.0514 -0.424 0.313 0.663 -0.0182
C -0.4686 0.6949 -1.4104 1.102 1.496 -1.331 -0.1461
C 0.1487 0.6996 -0.1784 1.689 3.016 2.483 -0.0711
N -0.8368 -0.4336 -2.0088 -1.263 0.622 -0.668 0.0398
N 0.9944 2.1532 0.9805 -1.185 -2.417 -4.694 -0.5223
N 0.3303 -0.4114 0.6270 -2.554 -0.797 -4.525 -0.2684
N 0.7624 -0.2917 1.7572 1.740 -2.469 4.872 0.0100
I -0.2495 2.4483 2.5135 -0.730 0.644 0.515 0.7070
H -0.8246 -2.4374 -1.6512 -1.199 -2.393 -1.522 0.0824
H -0.0747 -2.5429 0.3584 0.503 -0.098 1.052 0.1095
H -0.5003 1.5872 -2.1413 0.042 -1.069 1.902 0.1419
H 0.7435 -1.2637 2.2547 0.079 2.028 -1.246 0.1273
H 0.8582 2.8568 0.2071 -0.143 -0.371 1.326 -0.0206
```
Positions in Å, forces in eV/Å.

=====

The following is a DFT calculation (ωB97M-V/def2-TZVPD) of one molecule with the formula C4H5IO.

## Properties
E_HOMO	-9.585	eV
LUMO	0.573	eV
net charge	0
gap between HOMO and LUMO	10.2	eV
max |F|	0.73	eV Å⁻¹
energy above the lowest of the compared OMol25 structures with the same formula, charge and spin	0.000	eV
DFT total energy	-14376.41445	eV
SMILES string	O=C(I)C1CC1

Structure (XYZ):
```
11
Properties=species:S:1:pos:R:3:forces:R:3:lowdin_charge:R:1
O 1.2913 1.7324 -0.0002 -0.186 -0.083 0.003 0.0354
C 1.3643 0.5518 0.0004 0.653 0.333 -0.007 -0.8102
I 3.3434 -0.3861 0.0000 0.004 0.012 0.001 0.7403
C 0.2921 -0.4316 0.0001 -0.475 -0.430 0.002 -0.3222
C -0.9785 -0.0528 0.7400 -0.094 0.060 0.056 -0.0901
C -0.9784 -0.0529 -0.7402 -0.093 0.061 -0.055 -0.0901
H 0.5911 -1.4694 0.0002 -0.014 0.105 0.000 0.1026
H -0.9781 0.8988 1.2497 0.079 0.079 -0.046 0.1109
H -1.4845 -0.8443 1.2707 0.024 -0.108 -0.036 0.1062
H -1.4844 -0.8445 -1.2707 0.024 -0.108 0.036 0.1062
H -0.9780 0.8986 -1.2501 0.079 0.079 0.046 0.1109
```
Positions in Å, forces in eV/Å.

=====

The following is a DFT calculation (ωB97M-V/def2-TZVPD) of a 2-piece molecular cluster, C4H5IO overall.

## Properties
E_HOMO	-8.610	eV
LUMO	0.223	eV
net charge	0
gap between HOMO and LUMO	8.8	eV
max |F|	5.14	eV Å⁻¹
energy above the lowest of the compared OMol25 structures with the same formula, charge and spin	2.737	eV
DFT total energy	-14373.67717	eV

Structure (XYZ):
```
11
Properties=species:S:1:pos:R:3:forces:R:3:lowdin_charge:R:1
C 0.6098 -2.0988 -0.0984 0.480 -3.022 -0.080 -0.1726
C 0.7870 -0.8503 0.1494 -2.113 3.692 -0.247 -0.6362
C -1.0831 0.2702 0.0147 4.913 1.468 -0.318 -0.2589
C -0.5899 1.7601 0.0395 2.752 -2.638 2.250 -0.0698
O -2.0819 -0.2527 -0.2241 -0.779 -0.741 0.124 0.1472
I 2.5972 0.3479 0.0832 -0.629 -1.112 0.229 0.7451
H 1.3881 -2.9061 -0.1640 -0.615 1.028 -0.092 0.0710
H -0.4239 -2.4682 -0.1767 0.327 0.218 0.107 0.0576
H 0.5511 1.8219 -0.2429 -2.609 -0.229 0.058 -0.0243
H -0.5324 2.0178 1.1361 -0.463 -0.020 -1.026 0.1025
H -1.2220 2.3581 -0.5166 -1.265 1.356 -1.006 0.0385
```
Positions in Å, forces in eV/Å.

=====

The following is a DFT calculation (ωB97M-V/def2-TZVPD) of C4H5InO as an isolated structure.

## Properties
E_HOMO (spin up / spin down)	-24.846 / -26.199	eV
LUMO (spin up / spin down)	-17.690 / -17.683	eV
net charge	+3
gap between HOMO and LUMO (spin up / spin down)	7.2 / 8.5	eV
max |F|	8.95	eV Å⁻¹
energy above the lowest of the compared OMol25 structures with the same formula, charge and spin	0.000	eV
multiplicity	2
DFT total energy	-11409.22260	eV

Structure (XYZ):
```
11
Properties=species:S:1:pos:R:3:forces:R:3:lowdin_charge:R:1
C -1.8005 0.0931 1.2511 -2.666 -0.582 0.348 0.4413
C -0.5857 0.5169 0.7698 4.659 -0.043 -1.443 0.0486
C 0.0011 -0.0092 -0.3880 -2.769 -0.853 2.247 0.1163
C 1.3739 0.2447 -0.6471 1.270 1.995 -0.930 0.0014
O 2.0391 -0.3712 -1.5150 -0.890 5.946 5.420 -0.1221
In 2.1567 -1.7703 -2.5988 1.212 -6.829 -5.660 1.6467
H -2.2485 0.5593 2.1280 -0.038 -0.064 0.193 0.1634
H -2.3564 -0.7015 0.7500 -0.129 0.009 0.113 0.1560
H -0.5126 -0.7744 -0.9759 -0.214 0.420 -0.161 0.1602
H 1.8265 1.1509 -0.2143 0.358 -0.364 0.211 0.2102
H 0.1063 1.0618 1.4402 -0.792 0.366 -0.337 0.1781
```
Positions in Å, forces in eV/Å.

=====

The following is a DFT calculation (ωB97M-V/def2-TZVPD) of C4H5KLiO7 as an isolated structure.

## Properties
E_HOMO	-2.649	eV
LUMO	1.233	eV
net charge	-1
gap between HOMO and LUMO	3.9	eV
max |F|	6.82	eV Å⁻¹
energy above the lowest of the compared OMol25 structures with the same formula, charge and spin	1.276	eV
DFT total energy	-35093.55576	eV

Structure (XYZ):
```
18
Properties=species:S:1:pos:R:3:forces:R:3:lowdin_charge:R:1
O 3.5506 -2.2814 -1.5639 0.767 -0.353 -0.773 -0.1207
C 2.3200 -2.0762 -1.3983 -0.259 0.527 1.109 -0.8282
O 1.4369 -2.7010 -2.0387 -0.246 -0.595 -0.919 -0.1128
O 1.9830 -1.1755 -0.4690 0.914 -0.668 -0.683 0.0107
C 0.6006 -1.0023 -0.1647 -0.660 0.115 0.005 -0.1940
O -0.8845 0.3908 0.9811 -0.056 -0.624 0.306 -0.3442
C -2.1468 2.4305 0.9909 -6.510 1.536 1.350 -0.8176
C 0.4532 0.0977 0.8804 -1.368 0.292 -0.377 -0.4212
O -2.6069 2.2445 2.1736 2.063 -0.693 -0.182 -0.1841
O -2.9349 2.1243 0.0193 1.773 -0.664 -0.861 -0.2088
Li 2.9647 -3.4197 -3.0413 -0.356 0.693 0.984 0.8149
K -3.8199 -0.2201 1.3387 1.487 1.291 -0.222 0.8665
H 0.1788 -1.9463 0.2129 0.159 0.149 0.008 0.1162
H 0.0234 -0.7412 -1.0647 0.311 0.094 0.245 0.1231
H 0.9083 -0.2604 1.8285 0.198 0.063 0.005 0.0932
H 1.0082 0.9995 0.5421 0.325 -0.264 0.042 0.1063
O -1.4410 3.6122 0.8357 1.485 -0.356 0.039 0.0204
H -1.5935 3.9248 -0.0626 -0.027 -0.544 -0.077 0.0802
```
Positions in Å, forces in eV/Å.

=====

The following is a DFT calculation (ωB97M-V/def2-TZVPD) of C4H5KO as an isolated structure.

## Properties
E_HOMO	-5.377	eV
LUMO	-0.823	eV
net charge	0
gap between HOMO and LUMO	4.6	eV
max |F|	4.26	eV Å⁻¹
energy above the lowest of the compared OMol25 structures with the same formula, charge and spin	0.993	eV
DFT total energy	-22596.23831	eV

Structure (XYZ):
```
11
Properties=species:S:1:pos:R:3:forces:R:3:lowdin_charge:R:1
H 4.0791 -0.1358 -0.2076 -0.686 0.024 -2.236 0.0704
C 4.5212 1.1066 -2.3287 0.549 0.756 -2.664 -0.1493
C 3.7500 0.2149 -1.8878 0.728 -0.664 4.145 -0.4285
H 5.4446 1.5766 -1.9974 -0.598 -0.347 0.355 -0.0109
C 2.4975 -0.5319 -2.2056 -1.113 -0.139 0.190 -0.2558
C 2.7790 -1.7215 -3.0712 0.619 -0.126 0.410 -0.2564
O 3.0203 -1.6729 -4.2606 -0.302 -0.158 -0.076 -0.1298
H 1.7496 0.1045 -2.7043 0.319 0.051 -0.115 0.1157
H 2.0156 -0.8912 -1.2819 0.357 0.213 -0.310 0.0954
H 2.8669 -2.6885 -2.5355 -0.077 0.066 -0.227 0.1327
K 3.8774 0.2967 -5.5845 0.202 0.324 0.528 0.8167
```
Positions in Å, forces in eV/Å.

=====

The following is a DFT calculation (ωB97M-V/def2-TZVPD) of C4H5LiO7Pm as an isolated structure.

## Properties
E_HOMO (spin up / spin down)	-7.176 / -7.220	eV
LUMO (spin up / spin down)	-1.588 / -1.606	eV
net charge	0
gap between HOMO and LUMO (spin up / spin down)	5.6 / 5.6	eV
max |F|	5.58	eV Å⁻¹
energy above the lowest of the compared OMol25 structures with the same formula, charge and spin	0.000	eV
multiplicity	6
DFT total energy	-35320.85750	eV

Structure (XYZ):
```
18
Properties=species:S:1:pos:R:3:forces:R:3:lowdin_charge:R:1
O 0.1055 0.6876 5.2383 0.275 0.269 0.522 -0.1038
C 0.0077 1.1329 4.0652 -0.727 -0.305 0.000 -0.8184
O -0.0130 2.3618 3.8025 0.403 0.682 0.119 -0.0989
O -0.1648 0.2232 3.0981 0.246 -0.192 0.324 0.0094
C 0.0092 0.6249 1.7396 -0.048 0.454 -0.336 -0.1752
O 0.6685 -0.2785 -0.3477 0.635 -1.070 -1.816 -0.4170
C -1.3259 0.1317 -2.4488 -0.908 -1.941 -5.153 -0.8036
C 0.1083 -0.6209 0.8673 -0.153 -0.268 -0.185 -0.4188
O -1.5515 -1.1226 -2.4555 0.802 -0.166 1.577 -0.1693
O -0.3723 0.5536 -3.1855 1.256 0.341 1.599 -0.1706
Li 0.3048 2.5658 5.7336 -0.210 -0.684 -0.768 0.8264
Pm 0.9362 -1.6472 -2.8163 -2.178 2.604 2.319 1.6465
H 0.9293 1.2194 1.6352 -0.250 -0.215 0.017 0.1276
H -0.8409 1.2425 1.4160 0.219 -0.028 0.138 0.1267
H 0.6679 -1.3837 1.4493 0.048 0.156 -0.147 0.1017
H -0.9064 -1.0410 0.7134 0.045 0.021 0.263 0.1039
O -2.4240 0.9136 -2.3175 0.520 0.132 1.791 0.1129
H -2.1521 1.7642 -1.9522 0.025 0.210 -0.265 0.1206
```
Positions in Å, forces in eV/Å.

=====

The following is a DFT calculation (ωB97M-V/def2-TZVPD) of C4H5LiORh as an isolated structure.

## Properties
E_HOMO (spin up / spin down)	-16.654 / -19.695	eV
LUMO (spin up / spin down)	-9.316 / -12.853	eV
net charge	+2
gap between HOMO and LUMO (spin up / spin down)	7.3 / 6.8	eV
max |F|	4.55	eV Å⁻¹
energy above the lowest of the compared OMol25 structures with the same formula, charge and spin	2.687	eV
multiplicity	6
DFT total energy	-9460.48887	eV

Structure (XYZ):
```
12
Properties=species:S:1:pos:R:3:forces:R:3:lowdin_charge:R:1
C -1.1789 1.3009 -0.5901 1.619 -3.909 1.676 0.0186
C -0.9071 -0.0363 -0.1266 -1.150 1.653 0.629 -0.0918
C -0.8576 -1.2272 0.4669 -2.070 2.195 -0.761 0.0742
H -0.4552 1.7585 -1.2548 -0.129 0.024 -1.078 0.0432
H -2.0634 1.8820 -0.3423 -0.031 -0.249 0.266 0.1120
H -0.6317 -1.6997 1.4151 1.398 0.824 0.451 0.1204
H -1.6687 -1.9013 0.2166 -0.242 -0.366 -1.481 0.1298
O 2.2267 -0.0252 -0.0600 0.667 1.440 -0.358 -0.1617
C 1.6284 -0.9300 -0.5329 -0.734 -2.260 1.718 0.0189
Rh 0.9925 2.0025 0.3982 -1.072 3.120 -2.026 1.0039
Li 1.4767 0.4966 1.7352 1.232 -2.662 2.463 0.6073
H 1.4380 -1.6209 -1.3252 0.513 0.190 -1.499 0.1253
```
Positions in Å, forces in eV/Å.

=====

The following is a DFT calculation (ωB97M-V/def2-TZVPD) of C4H5MgO7Tl as an isolated structure.

## Properties
E_HOMO (spin up / spin down)	-9.799 / -6.532	eV
LUMO (spin up / spin down)	-0.460 / -3.372	eV
net charge	0
gap between HOMO and LUMO (spin up / spin down)	9.3 / 3.2	eV
max |F|	2.57	eV Å⁻¹
DFT total energy	-28698.86550	eV

Structure (XYZ):
```
18
Properties=species:S:1:pos:R:3:forces:R:3:lowdin_charge:R:1
O -4.0785 1.7666 -1.2667 0.166 0.016 0.607 -0.1210
C -2.9469 1.2232 -1.0658 -0.716 0.090 -1.322 -0.7875
O -2.5136 0.3761 -1.9085 0.578 -0.255 0.396 -0.1385
O -2.2550 1.5903 -0.0255 0.668 0.404 1.076 0.0572
C -0.9172 1.0739 0.1358 -0.245 -0.602 -0.504 -0.1413
O 0.9393 1.1302 1.6184 0.267 -0.189 1.707 -0.3604
C 3.3272 -2.5617 0.0920 -1.048 -0.910 -2.158 -0.8552
C -0.3185 1.6258 1.4253 -1.302 1.129 -1.195 -0.3170
O 4.1049 -1.6543 -0.2831 1.066 0.247 0.846 -0.1283
O 2.1068 -2.3676 0.3096 -0.251 0.229 1.176 -0.1079
Mg -4.2665 0.5690 -2.8627 -0.285 -0.071 -0.370 0.8014
Tl 2.7000 0.0452 0.6995 -0.104 -0.209 -0.823 1.3105
H -0.3147 1.3832 -0.7306 -0.119 -0.106 0.224 0.1355
H -0.9611 -0.0240 0.1709 0.086 0.281 -0.048 0.1411
H -0.3549 2.7373 1.3535 0.259 -0.465 0.081 0.1309
H -1.0179 1.3646 2.2527 0.655 -0.267 -0.126 0.1490
O 3.7617 -3.8445 -0.0092 0.453 0.497 0.274 0.1130
H 3.0051 -4.4334 0.0944 -0.129 0.181 0.158 0.1188
```
Positions in Å, forces in eV/Å.

=====

The following is a DFT calculation (ωB97M-V/def2-TZVPD) of one molecule with the formula C4H5N.

## Properties
E_HOMO	-10.523	eV
LUMO	0.880	eV
net charge	0
gap between HOMO and LUMO	11.4	eV
max |F|	2.77	eV Å⁻¹
energy above the lowest of the compared OMol25 structures with the same formula, charge and spin	0.900	eV
DFT total energy	-5717.94658	eV
SMILES string	C=CCC#N

Structure (XYZ):
```
10
Properties=species:S:1:pos:R:3:forces:R:3:lowdin_charge:R:1
C -1.6336 -0.2544 -0.3880 -0.054 0.064 0.438 -0.0006
C -0.4972 -0.4341 0.3014 -0.858 -0.056 -0.518 -0.1860
C 0.6562 0.5393 0.1952 0.070 -0.792 0.297 -0.1979
C 1.9583 -0.0659 -0.1164 2.515 -1.008 -0.026 -0.2162
N 3.0344 -0.4981 -0.2787 -2.591 0.945 0.244 0.1305
H -1.7931 0.5758 -1.1098 0.286 -0.652 0.614 0.0716
H -2.5101 -0.8923 -0.1780 0.633 0.288 -0.333 0.0618
H -0.4228 -1.2832 0.9980 0.110 0.536 -0.297 0.1091
H 0.7618 1.0583 1.1501 0.080 0.112 -0.050 0.1233
H 0.4461 1.2545 -0.5738 -0.190 0.563 -0.369 0.1043
```
Positions in Å, forces in eV/Å.

=====

The following is a DFT calculation (ωB97M-V/def2-TZVPD) of a 2-piece molecular cluster, C4H5N overall.

## Properties
E_HOMO	-10.066	eV
LUMO	0.877	eV
net charge	0
gap between HOMO and LUMO	10.9	eV
max |F|	4.25	eV Å⁻¹
energy above the lowest of the compared OMol25 structures with the same formula, charge and spin	3.031	eV
DFT total energy	-5715.81586	eV
SMILES string	C#CC.C#N

Structure (XYZ):
```
10
Properties=species:S:1:pos:R:3:forces:R:3:lowdin_charge:R:1
C -0.0426 1.2189 0.3932 -0.802 0.274 -0.803 0.0581
C 0.8344 0.4383 0.1780 0.992 -0.120 0.357 -0.2207
C 1.8911 -0.5414 0.0176 0.540 -1.310 4.004 -0.1262
H -0.9387 1.7609 0.2113 0.076 0.364 0.578 0.0124
H 2.0802 -0.7044 -0.9758 0.267 -0.689 -2.560 0.0233
H 1.4909 -1.5337 0.5381 1.200 1.905 -1.176 0.1260
H 2.9372 -0.2598 0.4559 -2.127 -0.314 -0.377 0.1136
C -2.7209 -0.1493 -0.2852 -0.125 0.234 -0.808 -0.1211
N -3.0756 -0.2228 0.8017 0.069 -0.100 -0.113 0.0637
H -2.4559 -0.0067 -1.3347 -0.090 -0.244 0.899 0.0708
```
Positions in Å, forces in eV/Å.